Entry 1:
{"formula": "C39H51N6", "method": "ωB97M-V/def2-TZVPD", "symbols": ["C", "N", "C", "C", "C", "C", "C", "C", "C", "C", "C", "C", "C", "C", "N", "C", "C", "C", "C", "C", "C", "C", "C", "N", "C", "C", "C", "C", "C", "C", "H", "H", "H", "H", "H", "H", "H", "H", "H", "H", "H", "H", "H", "H", "H", "H", "H", "H", "H", "H", "H", "H", "H", "H", "H", "H", "H", "H", "H", "H", "H", "H", "C", "N", "C", "C", "N", "C", "C", "C", "C", "C", "C", "C", "N", "C", "C", "H", "H", "H", "H", "H", "H", "H", "H", "H", "H", "H", "H", "H", "H", "H", "H", "H", "H", "H"], "coordinates": [[-6.396, -3.073, 2.235], [-6.131, -1.775, 1.668], [-7.310, -1.027, 1.281], [-4.857, -1.336, 1.456], [-4.615, 0.046, 1.238], [-3.332, 0.472, 0.948], [-2.306, -0.452, 0.677], [-1.012, 0.047, 0.064], [0.184, -0.926, 0.126], [1.405, -0.704, 0.699], [2.407, -1.778, 1.004], [2.218, -3.128, 0.642], [3.181, -4.104, 0.916], [4.410, -3.791, 1.565], [5.383, -4.729, 1.789], [6.722, -4.398, 2.246], [5.152, -6.148, 1.612], [4.588, -2.441, 1.958], [3.588, -1.506, 1.745], [1.854, 0.699, 1.012], [1.075, 1.587, 1.769], [1.424, 2.930, 1.886], [2.715, 3.359, 1.483], [3.151, 4.632, 1.719], [4.536, 4.997, 1.513], [2.275, 5.740, 2.033], [3.571, 2.436, 0.828], [3.117, 1.146, 0.578], [-2.503, -1.792, 1.012], [-3.755, -2.231, 1.446], [-5.739, -3.266, 3.091], [-7.438, -3.083, 2.569], [-6.253, -3.881, 1.504], [-7.058, -0.037, 0.896], [-7.867, -1.562, 0.493], [-7.973, -0.918, 2.154], [-5.419, 0.785, 1.269], [-3.144, 1.547, 0.874], [-0.757, 0.848, 0.768], [0.025, -1.876, -0.412], [1.281, -3.416, 0.167], [3.004, -5.134, 0.615], [7.112, -3.500, 1.755], [6.772, -4.243, 3.334], [7.376, -5.247, 2.011], [4.121, -6.410, 1.870], [5.351, -6.468, 0.578], [5.839, -6.695, 2.269], [5.510, -2.137, 2.450], [3.740, -0.525, 2.191], [0.210, 1.208, 2.323], [0.716, 3.629, 2.334], [5.199, 4.213, 1.899], [4.766, 5.153, 0.446], [4.724, 5.928, 2.059], [1.331, 5.408, 2.472], [2.789, 6.388, 2.754], [2.050, 6.344, 1.137], [4.570, 2.733, 0.503], [3.787, 0.449, 0.072], [-1.655, -2.475, 0.929], [-3.909, -3.285, 1.680], [2.029, 1.974, -2.474], [0.769, 1.224, -2.414], [0.661, 0.003, -3.226], [-0.226, 1.586, -1.611], [-1.177, 0.597, -1.223], [-2.509, 0.935, -1.836], [-3.030, -0.061, -2.841], [-3.110, -1.434, -2.591], [-3.686, -2.282, -3.549], [-4.159, -1.756, -4.761], [-4.078, -0.379, -5.009], [-3.514, 0.456, -4.048], [-0.390, 2.879, -1.262], [0.005, 3.958, -2.171], [-1.332, 3.337, -0.228], [2.221, 2.459, -1.510], [2.850, 1.277, -2.664], [2.030, 2.724, -3.278], [-0.183, -0.589, -2.862], [0.475, 0.259, -4.282], [1.585, -0.582, -3.146], [-3.288, 1.155, -1.094], [-2.369, 1.890, -2.360], [-2.735, -1.852, -1.652], [-3.761, -3.355, -3.351], [-4.595, -2.411, -5.517], [-4.445, 0.052, -5.945], [-3.433, 1.532, -4.221], [0.107, 3.583, -3.194], [-0.787, 4.714, -2.163], [0.935, 4.426, -1.826], [-1.310, 2.686, 0.652], [-0.991, 4.334, 0.082], [-2.357, 3.432, -0.631]], "forces_ev_per_angstrom": [[0.116, -0.237, -0.065], [-0.311, 0.091, 0.224], [-0.177, 0.013, 0.053], [0.211, 0.171, -0.266], [0.435, -0.113, 0.026], [-0.111, -0.341, -0.165], [0.207, -0.412, 0.171], [1.481, -0.468, 2.972], [0.228, -0.193, -0.105], [-0.439, 0.167, -0.015], [0.308, -0.349, 0.061], [0.535, 0.183, 0.319], [0.041, 0.089, 0.093], [-0.237, 0.445, -0.321], [0.108, -0.188, 0.060], [-0.021, 0.189, 0.147], [-0.132, -0.045, -0.187], [-0.242, -0.402, -0.042], [-0.251, 0.055, -0.299], [0.013, -0.226, 0.601], [0.253, 0.176, -0.155], [0.383, -0.217, 0.010], [-0.307, -0.074, -0.357], [0.138, 0.528, 0.370], [-0.003, -0.134, -0.163], [-0.012, 0.058, 0.008], [-0.459, -0.186, 0.123], [-0.224, 0.148, 0.082], [-0.386, 0.373, -0.002], [-0.137, 0.216, -0.158], [-0.165, 0.019, -0.099], [0.240, -0.140, 0.016], [-0.083, 0.005, 0.085], [-0.146, -0.320, 0.109], [0.140, 0.129, 0.196], [0.093, 0.130, -0.294], [0.399, -0.343, 0.290], [-0.078, -0.398, -0.060], [0.121, -0.063, -0.350], [-0.076, 0.231, 0.634], [0.304, -0.110, -0.021], [-0.084, 0.295, 0.008], [-0.061, -0.192, 0.005], [-0.068, 0.037, -0.141], [-0.082, 0.358, -0.031], [0.203, -0.050, 0.028], [-0.098, -0.011, 0.127], [-0.333, 0.056, -0.123], [-0.321, -0.062, 0.071], [-0.029, -0.197, -0.272], [0.197, 0.246, -0.363], [0.382, -0.361, 0.135], [-0.082, 0.243, -0.033], [0.074, 0.051, 0.173], [0.095, -0.244, -0.182], [0.270, 0.142, -0.043], [-0.302, -0.085, -0.118], [-0.010, -0.102, 0.175], [-0.422, -0.137, 0.108], [-0.259, 0.188, -0.022], [-0.429, 0.043, 0.023], [0.061, 0.328, -0.054], [0.164, 0.241, -0.217], [-0.036, -0.077, 0.305], [-0.042, -0.307, -0.093], [-0.612, -0.247, 0.294], [-0.834, 2.255, -3.013], [0.247, 0.269, 0.198], [-0.052, -0.054, -0.176], [-0.151, -0.140, -0.271], [0.074, 0.313, -0.165], [0.049, 0.228, 0.178], [0.053, -0.239, 0.119], [0.062, -0.216, 0.088], [-0.219, -0.486, -0.326], [0.177, 0.175, 0.003], [0.124, -0.078, 0.140], [-0.150, -0.107, -0.245], [-0.276, -0.003, 0.073], [0.054, -0.279, 0.207], [0.308, 0.152, -0.142], [0.188, 0.038, 0.374], [-0.231, 0.209, 0.031], [0.398, -0.313, -0.218], [-0.003, -0.205, -0.075], [-0.157, 0.192, -0.286], [0.047, 0.416, -0.086], [0.120, 0.131, 0.267], [0.113, -0.262, 0.310], [-0.097, -0.289, -0.059], [0.021, 0.118, 0.289], [0.135, -0.176, -0.016], [-0.161, -0.015, -0.251], [-0.050, 0.202, -0.372], [-0.118, -0.330, -0.007], [0.396, -0.116, 0.145]], "multiplicity": 1, "lumo_energy_ev": -1.965, "total_charge": 1, "homo_lumo_gap_ev": 7.1}

---

Entry 2:
{"formula": "C4H14N2OS", "method": "ωB97M-V/def2-TZVPD", "symbols": ["C", "N", "C", "O", "H", "H", "H", "H", "H", "H", "H", "N", "C", "C", "S", "H", "H", "H", "H", "H", "H", "H"], "coordinates": [[0.906, -1.316, -1.760], [0.863, -1.192, -0.308], [0.982, -2.478, 0.341], [0.933, -2.319, 1.740], [1.921, -1.570, -2.061], [0.615, -0.376, -2.219], [0.247, -2.108, -2.137], [-0.017, -0.783, -0.014], [0.170, -3.169, 0.088], [1.922, -2.951, 0.024], [1.476, -1.538, 1.935], [-0.876, 0.748, 1.739], [-1.499, 1.498, 0.663], [-0.452, 2.348, -0.051], [-1.094, 2.809, -1.696], [-0.742, 1.258, 2.607], [-1.392, -0.080, 2.014], [-2.334, 2.139, 0.980], [-1.894, 0.779, -0.057], [-0.249, 3.256, 0.513], [0.456, 1.759, -0.157], [0.058, 3.283, -2.185]], "forces_ev_per_angstrom": [[0.062, -0.164, 0.194], [-0.068, -0.159, -0.121], [0.100, -0.027, 0.107], [0.156, 0.218, 0.042], [0.050, 0.078, -0.107], [0.043, 0.089, -0.059], [-0.101, -0.001, -0.085], [0.069, 0.112, 0.054], [-0.093, -0.040, 0.002], [-0.006, 0.121, -0.044], [-0.167, -0.198, -0.027], [0.117, -0.340, 0.713], [-0.060, 0.165, 0.015], [-0.149, 0.014, -0.085], [0.035, -0.029, 0.017], [-0.002, 0.272, -0.364], [-0.104, 0.034, -0.271], [0.031, -0.126, -0.056], [-0.081, -0.048, 0.014], [0.135, -0.022, 0.069], [0.046, 0.014, -0.016], [-0.013, 0.036, 0.008]], "multiplicity": 1, "lumo_energy_ev": 0.880, "total_charge": 0, "homo_lumo_gap_ev": 9.9}